1.
The following is a DFT calculation (ωB97M-V/def2-TZVPD) of a structure of composition C19H8BiF10I2N7O7S2.

Last column: natural (NBO) charge in e.
Cartesian coordinates (Å):
Bi1 1.1108 -0.9188 0.3556  1.6163
N1 1.5535 -1.3220 -2.0428  -0.8780
C1 0.4498 -2.1830 -2.5287  -0.3335
C2 -0.8934 -1.5650 -2.1858  0.6597
O1 -1.7745 -1.4744 -3.0002  -0.5408
N2 -0.9878 -1.1176 -0.8508  -0.7983
C3 -2.0352 -0.2949 -0.6353  0.2765
C4 -0.3250 2.1851 -2.3340  1.0602
O2 -1.0709 3.0572 -2.3412  -0.4478
O3 0.4178 1.2815 -2.3572  -0.5991
H1 1.5414 -0.4263 -2.5245  0.4250
H2 2.4550 -1.7633 -2.1943  0.4172
H3 0.5335 -3.1495 -2.0262  0.2389
H4 0.4868 -2.3418 -3.6021  0.2414
H5 -1.8774 -0.3661 1.3688  0.4120
H6 -2.6622 0.0532 -1.4471  0.2374
F1 4.7027 2.9485 -0.6805  -0.2969
C5 3.4836 3.1300 -0.1951  0.7288
F2 2.5850 2.7613 -1.1102  -0.3159
F3 3.2973 4.3983 0.1127  -0.2875
S1 3.3247 2.0959 1.3080  2.2571
O4 3.0684 0.7411 0.7953  -1.0161
O5 4.5151 2.3181 2.0546  -0.8638
N3 2.0514 2.7025 2.0208  -1.1916
S2 0.6992 1.9191 1.9719  2.2086
O6 0.7464 0.6173 2.6529  -0.9728
O7 0.0673 1.8379 0.6621  -0.9626
C6 -0.3425 3.0056 3.0115  0.7660
F4 -1.5658 2.4883 2.9824  -0.3017
F5 -0.3438 4.2282 2.5321  -0.2724
F6 0.1146 2.9931 4.2539  -0.2913
I1 -0.7049 -2.4655 2.3630  0.2940
C7 0.8044 -3.0010 3.6312  -0.4795
I2 2.6746 -3.2524 0.5021  -0.3867
H7 1.0870 -4.0402 3.5895  0.2094
H8 0.9409 -2.3794 4.5033  0.2135
F7 -5.7072 4.2651 1.0471  -0.2945
C8 -6.3237 3.1501 0.6431  0.3731
C9 -7.6394 3.2164 0.3489  0.3244
F8 -8.2416 4.4058 0.4858  -0.2982
C10 -8.4088 2.0922 -0.1002  -0.0462
C11 -7.6451 0.8770 -0.1385  0.3290
C12 -6.3383 0.8250 0.1825  0.3616
F9 -5.7095 -0.3629 0.0905  -0.3090
C13 -5.5745 1.9496 0.5724  -0.2699
C14 -4.1754 1.8694 0.7265  -0.1477
C15 -3.4840 0.7333 0.9917  0.2214
N4 -2.4043 0.0488 0.6056  -0.5049
C16 -3.3366 3.0668 0.7141  0.2728
N5 -2.6164 3.9620 0.7548  -0.2796
F10 -8.2394 -0.2659 -0.5059  -0.2998
C17 -9.7401 2.1660 -0.4617  -0.3737
C18 -10.5148 3.3793 -0.3842  0.2864
N6 -11.1960 4.3069 -0.3370  -0.3268
C19 -10.4841 1.0348 -0.9582  0.2877
N7 -11.1318 0.1742 -1.3662  -0.3317

The LUMO energy (alpha / beta) is -2.40 / -2.98 eV. For the HOMO-LUMO gap (alpha / beta), the calculation gives 4.62 / 4.01 eV. Its total charge is 0. The calculation puts the total energy at -115474.943 eV. The value obtained for the molar mass is 1163.22 u. The value obtained for the HOMO energy (alpha / beta) is -7.02 / -6.98 eV.

2.
The following is a DFT calculation (ωB97M-V/def2-TZVPD) of a cluster of 11 separate species, C19H8BrCl40IO2 in total.

Last column: Mulliken charge in e.
Cartesian coordinates (Å):
C1 -1.2143 0.8324 1.9445  -0.8503
C2 -0.0042 1.4009 0.9959  0.1760
Br1 0.8997 2.8819 2.0691  0.0226
C3 1.1853 0.3156 0.6666  -0.7952
C4 0.6872 -1.2610 0.8593  0.5311
C5 0.1069 -2.0683 -0.2824  -0.4095
I1 -0.1333 -1.2462 -2.3221  0.0791
C6 -0.3834 -3.6011 0.0548  0.3583
O1 -0.6327 -4.5016 -0.9259  -0.3525
C7 -0.5995 -4.0334 1.6522  -0.1284
C8 -0.0122 -3.2171 2.7543  -0.4859
C9 0.8381 -1.8589 2.4080  0.3866
O2 1.5814 -1.2375 3.3304  -0.5641
H1 -2.0439 1.6894 1.9858  0.1682
H2 -0.7595 0.6196 3.0264  0.2870
H3 -1.7701 -0.1165 1.5206  0.2697
H4 -0.3851 1.8326 -0.0299  0.1640
H5 2.1486 0.5597 1.3281  0.3863
H6 1.5351 0.5332 -0.4538  0.2200
H7 -1.2005 -4.9992 1.9684  0.4063
H8 -0.1576 -3.4903 3.9064  0.2979
C10 -2.1670 -5.1284 -4.3833  0.1616
Cl1 -2.9791 -4.4425 -2.9534  -0.0765
Cl2 -3.2604 -6.2796 -5.1919  -0.0298
Cl3 -1.7448 -3.8167 -5.5128  0.0037
Cl4 -0.6838 -5.9749 -3.8750  -0.0834
C11 2.1961 6.4365 3.8190  0.2106
Cl5 0.5192 6.4814 4.4196  -0.0212
Cl6 3.2147 7.4999 4.8220  -0.0482
Cl7 2.8137 4.7675 3.9062  -0.0861
Cl8 2.2366 6.9972 2.1282  -0.1065
C12 0.0867 -2.4800 -9.3447  0.3016
Cl9 -0.7254 -1.7942 -7.9148  -0.0813
Cl10 -1.0067 -3.6312 -10.1534  -0.0959
Cl11 0.5088 -1.1683 -10.4742  -0.1005
Cl12 1.5699 -3.3265 -8.8364  -0.0256
C13 5.3159 -1.9978 -8.2845  0.3200
Cl13 6.9252 -1.6285 -7.6149  -0.1016
Cl14 5.0240 -3.7532 -8.1948  -0.0916
Cl15 4.0698 -1.1396 -7.3437  -0.0549
Cl16 5.2448 -1.4701 -9.9849  -0.0831
C14 2.8686 2.5803 7.7654  0.2442
Cl17 2.1072 1.3562 6.7183  -0.0519
Cl18 2.3153 2.3531 9.4437  -0.1164
Cl19 4.6401 2.4033 7.6949  -0.1017
Cl20 2.4116 4.2087 7.2047  0.0408
C15 -0.0111 5.0641 -1.1902  0.1586
Cl21 -1.4148 4.9104 -0.1036  0.0352
Cl22 -0.5076 5.8907 -2.6884  -0.1053
Cl23 1.2637 6.0120 -0.3833  -0.0345
Cl24 0.6143 3.4431 -1.5854  -0.0602
C16 -7.0637 -6.1469 -7.0238  0.3331
Cl25 -8.1673 -5.8196 -5.6638  -0.0932
Cl26 -7.9877 -6.1653 -8.5471  -0.0963
Cl27 -5.8198 -4.8734 -7.0991  -0.0538
Cl28 -6.2801 -7.7292 -6.7853  -0.0971
C17 0.9417 -7.7744 1.4345  0.3319
Cl29 0.4806 -7.3946 -0.2441  -0.0276
Cl30 2.2602 -6.6916 1.9476  -0.0942
Cl31 -0.4653 -7.5450 2.5033  -0.1145
Cl32 1.4912 -9.4666 1.5311  -0.1067
C18 2.1449 8.6119 8.8209  0.2719
Cl33 2.4542 8.6386 10.5754  -0.1014
Cl34 3.4322 9.5096 7.9774  -0.0968
Cl35 2.1231 6.9252 8.2472  -0.0042
Cl36 0.5702 9.3744 8.4838  -0.0960
C19 -4.2491 5.0280 3.0954  0.2940
Cl37 -2.8661 6.0737 3.5057  -0.0523
Cl38 -5.7114 6.0270 2.8996  -0.0933
Cl39 -3.9108 4.1656 1.5734  -0.0898
Cl40 -4.5082 3.8457 4.4030  -0.1010

The LUMO energy is -2.26 eV. For the HOMO-LUMO gap, the calculation gives 7.40 eV. Its total charge is 0. The calculation puts the total energy at -602957.035 eV. The value obtained for the molar mass is 1893.20 u. The value obtained for the HOMO energy is -9.66 eV.

Question: What is the molar mass in the first record?
Answer: 1163.22 u

Question: The highest total energy belongs to which entry?
Answer: C19H8BiF10I2N7O7S2

Question: The lowest molar mass belongs to which entry?
Answer: C19H8BiF10I2N7O7S2

Question: Which formula does entry 1 have?
Answer: C19H8BiF10I2N7O7S2